(1)
Molecular formula: C4H13NO
Method: DFT, ωB97M-V with the def2-TZVPD basis set

Geometry as XYZ:
```
19
Properties=species:S:1:pos:R:3:forces:R:3
O -5.1110 -0.9807 3.7817 -0.4084 0.4538 0.2256
N 2.5174 0.0718 -0.1340 0.3688 -0.1078 0.4820
C -0.3171 0.2984 -2.7359 0.4671 0.4818 0.1758
C 0.3135 0.2977 -1.3231 -0.0241 -0.1707 -1.1150
C 1.7994 -0.0523 -1.4000 -0.7554 -0.5412 1.1700
C 1.8826 0.5658 1.0666 0.0056 0.5386 0.1166
H 0.1758 1.3112 -0.9462 -0.0415 -0.1782 0.3275
H 2.2595 0.5872 -2.1155 0.4150 0.4031 -0.8740
H 1.1674 1.3778 0.9006 -0.2375 -0.2120 0.0170
H 0.3801 0.7701 -3.4380 -0.1837 0.1123 0.0344
H -4.1694 -1.1283 3.8491 0.1994 -0.2646 -0.1390
H 1.8507 -1.0980 -1.7208 0.1847 0.0821 -0.3399
H -5.4969 -1.6805 3.2538 0.2099 -0.1891 -0.0871
H -0.5482 -0.6685 -3.1611 -0.0052 -0.4298 0.1920
H -0.2078 -0.4465 -0.7200 -0.0452 0.3115 0.3518
H 3.4219 0.5019 -0.2187 -0.0435 -0.0380 -0.3775
H -1.2316 0.8861 -2.7150 -0.1157 -0.0147 -0.1415
H 1.4477 -0.2078 1.6912 -0.4057 -0.2568 -0.1252
H 2.6315 1.0241 1.6996 0.4154 0.0198 0.1066
```
Forces are in eV/Å.

ΔE to the lowest compared entry with this formula, charge and spin ... 1.003 eV
Structure (SMILES) ... CCCNC.O
Kohn-Sham gap ... 0.33713 hartree

=====

(2)
Molecular formula: C29H51Cl9N8O18
Method: DFT, ωB97M-V with the def2-TZVPD basis set

Geometry as XYZ:
```
115
Properties=species:S:1:pos:R:3:forces:R:3
Cl -4.4179 5.3939 4.2354 -0.1180 2.1090 3.4312
Cl 4.7888 11.3226 -1.3377 0.1835 -0.2132 0.2006
Cl -1.9162 -0.4326 10.8730 1.1138 -0.2741 -0.1553
Cl -0.2241 0.5267 8.7718 0.1690 0.3683 -0.4165
Cl 2.3770 10.5664 -0.0383 0.1205 0.0873 0.4761
Cl 4.9260 10.1589 1.3252 -0.1971 0.1915 0.0077
Cl -0.7108 -2.3296 8.9920 0.8298 1.2280 1.1694
Cl 3.9284 12.9101 0.8801 -0.1162 -1.0774 0.0697
Cl 1.0626 -0.7227 10.9923 -0.8678 -0.5775 -0.4541
O 6.4308 3.1833 6.8895 0.8717 0.1999 0.3627
O -5.2646 6.3440 4.9493 0.5393 0.1622 -0.8389
O 8.4852 6.9211 -3.8701 -0.4508 -0.3576 1.1344
O 6.9155 4.6772 8.4004 0.6816 -2.7298 -0.6092
O 6.6583 -5.7777 -1.0050 -0.9640 1.4469 -0.5472
O -2.3707 -8.3395 -8.1699 -0.6835 0.5777 0.1675
O -2.7517 -6.3850 -7.3151 -0.7284 -0.9500 -0.6513
O -4.7602 4.8995 -3.0962 -0.4244 1.9341 0.4950
O -4.3978 4.2144 4.9513 -0.9615 -4.5296 2.4568
O 6.8642 6.1483 -2.6669 0.2517 0.0509 0.3783
O 4.9192 -4.3805 -0.7109 1.7837 -1.6020 -0.9590
O -6.8811 -0.6263 0.1939 -0.5877 0.9292 3.1643
O -6.7937 5.6102 -3.1843 1.0250 0.2432 0.2320
O 4.9994 -2.2305 6.1464 -0.1583 -0.5919 -1.5653
O -4.9030 5.1545 2.9655 -1.4719 -0.0693 -4.2438
O 4.2806 -3.2472 4.3512 0.1225 0.2722 0.0687
O -3.0593 5.7800 4.2232 2.1173 2.1995 -0.9631
O -6.3700 -0.7018 2.3567 -1.7829 0.9694 -2.3089
N 8.0013 6.5381 -2.8043 1.0686 0.1154 -0.6269
N -3.0774 -7.3549 -7.9979 1.1707 -0.2176 -0.1287
N 0.3527 0.8589 0.7471 -1.1494 -0.7987 -0.1036
N 5.4927 -5.4883 -0.7775 -0.5851 0.1320 2.1731
N -7.0549 -0.2663 1.3967 2.4567 -1.7863 -1.3452
N 5.1475 -2.7245 5.0181 -0.2593 0.2940 2.0227
N -5.5972 5.8006 -2.9520 -1.5210 -2.4753 -0.1625
N 6.8986 3.4970 7.9749 -1.6843 1.8896 0.1948
C 0.0392 2.2762 0.1067 1.3086 -1.1005 0.0915
C -0.8397 -2.7885 -0.2873 -0.1545 0.2785 -0.0575
C 7.1146 2.3455 8.8970 0.4570 -0.2996 0.8821
C -8.1058 0.7490 1.6942 1.0693 -0.4813 0.7657
C 0.3878 0.2865 -5.8739 0.8916 2.9889 -0.1190
C -8.0720 -9.3335 -3.4411 -0.7468 1.0003 1.0313
C -0.3799 -0.7364 9.9422 -1.2475 -0.7394 -0.1486
C -0.0534 0.7689 2.2590 -0.2104 1.0183 -2.1672
C 0.6705 1.7175 -5.8080 -0.5159 -2.6707 0.1467
C -0.1017 -1.6793 0.4597 0.3565 -0.0777 0.5420
C 1.9063 2.1148 -5.3126 -1.2679 -0.1755 -0.7395
C 8.9795 6.5422 -1.6189 -0.7311 1.1875 0.1296
C -4.4008 -7.2995 -8.7179 0.2740 1.0085 0.4626
C 2.8650 1.1704 -4.9841 0.7922 -0.3550 0.6490
C 1.4194 -0.5847 -5.6249 -0.4880 -0.7832 0.3628
C 3.9987 11.1991 0.2608 0.0131 1.0039 -0.7528
C 4.6799 -6.6208 -0.2505 -0.8003 -0.7398 0.0526
C -9.2008 -8.6996 -2.8367 0.9714 0.1429 -1.1990
C -6.6407 -8.0771 -2.0156 -0.6657 0.3595 0.8538
C 6.5191 -2.6904 4.5183 1.1908 0.0627 -1.2407
C -9.0642 -7.6371 -1.9245 0.9702 -2.1453 0.4911
C 2.4360 2.1030 0.8540 -0.0493 0.2207 -0.7617
C -0.4660 -0.3001 0.0025 0.8261 1.3359 -0.3855
C -7.7739 -7.4266 -1.4577 1.1868 0.1537 -0.4196
C 1.3763 3.0727 0.2783 -1.2468 0.1872 1.5914
C -6.7729 -9.0289 -2.9925 -1.4107 -0.4250 -0.5292
C 1.8674 0.7074 0.5759 -0.3884 1.1001 -0.0922
C -5.2722 7.1766 -2.5366 0.7069 0.4747 -0.6062
C 2.6654 -0.2115 -5.1110 -0.9776 1.0010 -0.9421
H -8.2482 -10.0429 -4.2361 0.0474 -0.2231 0.1065
H -10.1765 -9.0181 -3.1729 -0.1567 0.0553 0.0130
H -0.1897 -0.1838 -1.0455 -0.0123 0.1082 -0.0812
H -6.1260 7.7652 -2.8723 0.4061 0.0610 -0.0465
H -7.5955 -6.7620 -0.6253 -0.0572 0.2106 0.0079
H 9.4301 7.5347 -1.6251 0.5240 -0.2975 -0.6528
H 4.2355 -6.3875 0.7170 0.2578 0.5630 -0.1161
H 3.3797 -1.0070 -4.9586 0.3766 0.3922 0.2551
H 3.2737 2.3308 0.1949 0.5172 -0.7048 0.4684
H 2.2458 -0.0902 1.2153 -0.0786 0.0469 -0.2857
H -8.9944 0.1384 1.8546 -0.2220 0.5214 -0.2395
H 1.7377 3.5909 -0.6099 -0.3451 -0.3751 -0.1368
H -9.8953 -7.2810 -1.3339 -0.1968 0.3604 -0.4033
H 8.4612 6.6009 -0.6618 -0.4377 -0.9210 -0.2784
H 9.6904 5.7219 -1.7179 -0.2369 0.2205 -0.0753
H 0.1568 1.7568 2.6687 0.5821 -0.4549 0.5224
H 6.7853 -1.6621 4.2736 -0.1888 0.0730 0.3256
H 7.6361 2.6047 9.8184 -0.1855 0.5686 -0.2325
H -0.8390 2.7108 0.5842 0.1588 -0.1322 0.0554
H 7.6817 1.5282 8.4514 -0.2471 0.3496 -0.5444
H -0.5826 -0.0952 -6.1552 -0.0132 0.1509 -0.2430
H 2.7460 2.2548 1.8879 -0.3333 0.1916 -0.0627
H 1.1525 -1.6098 -5.8354 0.4469 -0.3960 0.2752
H 5.2891 -7.5138 -0.1110 0.0671 0.2711 -0.4540
H -8.1136 1.5057 0.9097 -0.3135 -0.4181 0.0232
H 0.9779 -1.7620 0.3346 0.0621 -0.4041 0.0502
H -0.0843 2.3967 -6.1757 0.0196 0.2573 0.2770
H -1.5357 -0.1076 0.0846 0.1038 0.3715 0.2982
H -4.4785 -7.9810 -9.5651 0.3243 -0.1302 0.4855
H -4.4319 -6.2606 -9.0464 -0.3110 -0.1367 -0.0779
H -7.7279 1.1455 2.6366 -0.5406 0.2941 -0.0472
H -5.6467 -7.9335 -1.6183 -0.0324 0.3833 0.2367
H 2.0899 3.1760 -5.2326 0.3341 0.0200 0.0604
H -1.9173 -2.6737 -0.1697 -0.0514 0.0009 0.0377
H 0.4145 -0.1307 2.6589 0.0075 0.5667 0.3190
H -5.1514 -7.4438 -7.9408 -0.0464 -0.1456 -0.2439
H 1.1637 3.8481 1.0143 0.1688 0.1739 -0.0748
H -0.5729 -3.7658 0.1151 0.0781 0.0882 -0.0730
H -5.9232 -9.5972 -3.3410 0.0948 0.1278 -0.1973
H 2.0760 0.5857 -0.4870 -0.3304 -0.8343 0.0189
H -0.6326 -2.7694 -1.3573 0.1121 -0.0436 0.0048
H -5.1207 7.3548 -1.4720 -0.0592 -0.7729 0.0165
H 6.1089 2.0015 9.1384 0.1015 0.0087 -0.0678
H -0.1533 2.0959 -0.9509 -0.1927 -0.1483 0.1333
H -4.3408 7.3647 -3.0707 -0.1191 0.5093 0.1143
H -1.1420 0.7150 2.2501 0.0549 -0.3400 0.1311
H 7.2320 -3.0754 5.2473 -0.4265 0.0630 0.1360
H -0.3238 -1.7670 1.5232 0.0438 -0.1690 0.0616
H 3.7781 1.6107 -4.6116 0.3912 -0.4278 0.0879
H 3.8399 -6.7886 -0.9246 0.2213 -0.0545 -0.1315
H 6.6011 -3.2435 3.5826 -0.2751 -0.1604 0.2273
```
Forces are in eV/Å.

ΔE to the lowest compared entry with this formula, charge and spin ... 3.930 eV
Kohn-Sham gap ... 0.23301 hartree

=====

(3)
Molecular formula: C21H42Cl10O4
Method: DFT, ωB97M-V with the def2-TZVPD basis set

Geometry as XYZ:
```
77
Properties=species:S:1:pos:R:3:forces:R:3
Cl -1.5487 -4.4832 -2.7639 0.2521 -0.4966 -0.4752
Cl 3.4434 6.9699 -2.9096 -0.4610 -0.9122 -0.0810
Cl -2.9268 -2.0206 -3.7200 0.0564 -0.2309 -0.0854
Cl 3.9513 -1.0397 1.7511 -0.0901 -0.2353 -0.0921
Cl 1.7939 4.1635 0.0684 -0.2858 -0.2545 0.5274
Cl 4.1368 4.0710 -2.8275 -0.0033 0.2539 -0.1384
Cl 2.7394 0.0765 4.2127 0.4179 -0.6213 -0.1778
Cl 0.5529 0.3675 1.6065 -0.1533 -0.2323 -0.0848
Cl -0.1348 0.6695 -1.2170 0.1054 0.2117 -0.0187
Cl 2.6614 3.5276 2.8471 -0.0303 0.0196 -0.1421
O 2.1979 -1.0336 -2.9886 -0.8060 0.0533 -0.4548
O -0.5731 4.2392 3.4678 -1.1288 -0.2302 1.1759
O 0.4849 -3.3983 -0.4083 -0.4860 0.7273 0.8806
O -3.7897 -1.8049 0.9443 0.1769 0.2965 0.4450
C 0.6962 -4.4745 1.6987 -0.9042 -1.3729 0.5683
C 1.3054 -1.9648 -3.6688 -1.3432 2.3442 0.3935
C -0.0697 -3.4063 0.9493 1.0915 -0.0254 -0.4701
C -1.6263 3.8717 2.5632 0.6184 -0.5838 -1.2530
C 3.9578 -1.0679 3.5033 -0.5947 0.5328 0.7102
C -2.4712 2.7707 3.2158 0.0562 0.4195 1.2839
C -4.9268 -1.5983 0.1381 -0.6915 -0.3792 -0.5955
C -2.0931 -2.8828 -2.4050 -0.3815 1.1678 1.2454
C -1.5019 2.2038 4.2439 1.6402 0.0727 0.1630
C -3.5137 0.3003 -0.1370 1.5145 -0.2159 -0.7402
C -0.7163 3.4539 4.6867 1.6258 -0.4566 -0.6890
C -4.9418 -0.1257 -0.2032 -2.3074 1.5123 -0.2037
C 1.6287 -4.2505 -0.4829 -0.6008 -0.0359 -0.1279
C 2.9590 5.2927 -3.4082 0.0606 -0.2494 1.3678
C -2.9055 -0.6376 0.8924 -0.3827 -1.4491 -0.6849
C 1.1273 0.1940 -0.0598 0.4458 0.1586 -0.2271
C 0.4795 -1.0461 -4.6596 -0.3418 -1.0230 -1.5919
C 1.9257 4.7257 1.7903 0.2060 0.5648 -0.8052
C 1.5890 -0.1946 -5.1968 2.0449 0.6420 0.3249
C 2.4961 0.0471 -3.8876 -0.2439 -0.4440 -0.9532
C 1.9892 -4.6081 0.9590 1.6362 0.0827 -0.9225
H 2.2840 -0.8381 -5.8029 -0.8848 0.6746 0.0036
H 3.0329 5.2895 -4.4820 -0.5139 -0.1204 -0.1592
H 0.3322 3.2111 4.9490 -0.5178 -0.0941 0.0429
H 1.9707 -2.6103 -4.2318 -0.5155 -0.7659 -0.0662
H -5.8569 -1.9836 0.6104 0.6226 0.4562 0.1734
H -0.7370 1.5017 3.8241 -0.7335 0.5780 -0.1462
H 1.3376 -5.1067 -1.0971 -0.0228 -0.3665 0.2679
H -1.1354 -3.5473 0.9174 -0.4703 -0.2474 -0.2235
H -3.2805 3.2310 3.7774 -0.3009 0.0614 0.0256
H -1.2715 -2.2341 -2.0680 -0.1376 -0.4662 -0.2673
H 0.9338 4.9744 2.1907 0.5084 -0.1517 -0.2976
H -3.3377 1.3437 0.1156 -0.2150 0.0651 0.0963
H 2.0036 4.9489 -2.9136 0.9141 0.9949 -0.9720
H -1.0857 3.3957 1.7274 -0.3864 0.3968 -0.2528
H -2.8082 -2.9618 -1.5785 0.1517 0.0435 -0.2759
H 0.7978 -4.2475 2.7469 0.3503 0.5201 0.3819
H 0.6256 -2.3854 -2.9021 0.9198 -0.3909 -0.4702
H -2.9019 1.9579 2.6448 0.0993 0.2799 -0.7795
H 3.7904 -2.0637 3.9235 -0.1677 0.2620 -0.4094
H -1.0895 4.0283 5.5326 -0.6418 0.1694 -0.2032
H 1.2579 0.7003 -5.8031 0.5747 -0.8610 0.9059
H 2.5966 5.5814 1.6447 -0.3185 -0.2659 0.6708
H -2.8611 -0.1475 1.8447 0.0648 -0.0594 0.8154
H 0.1181 -2.4763 1.4789 0.0796 0.5589 -0.4312
H -5.4113 0.0421 -1.2551 0.5876 0.0004 2.0317
H 1.9996 0.8667 -0.1117 -0.5330 -0.3650 -0.3836
H 2.5105 -5.5863 0.9102 -0.5253 0.3870 0.6290
H -2.1468 4.7906 2.2175 0.0735 -0.7145 0.2897
H -1.9440 -1.1026 0.6420 0.0490 0.7797 0.0146
H 1.3683 -0.8389 -0.3344 0.0273 0.2603 0.4824
H 2.4240 -3.7764 -1.0530 0.1410 0.4238 0.1976
H -0.3379 -0.3814 -4.3160 0.5139 -0.7439 0.7650
H -1.9337 1.6450 5.0582 -0.4920 0.0827 0.3528
H -3.0256 0.1506 -1.0965 0.0970 -0.0986 -0.2127
H -5.4588 0.4844 0.6243 0.1029 -0.9716 -1.3940
H 2.7096 -3.8668 1.3480 -0.1556 -0.2569 -0.2215
H 0.1608 -5.4213 1.7607 -0.1799 -0.1801 -0.5635
H 2.4157 0.9897 -3.3670 -0.6337 0.3608 0.1672
H 0.0175 -1.5893 -5.5536 0.5606 0.1912 1.3862
H 3.5468 -0.0263 -4.1482 0.2773 -0.0610 -0.2703
H -4.8824 -2.1710 -0.8066 0.4067 -0.0208 0.1606
H 4.8959 -0.6774 3.8374 0.5112 0.0442 0.0678
```
Forces are in eV/Å.

ΔE to the lowest compared entry with this formula, charge and spin ... 0.000 eV
Structure (SMILES) ... C1CCOC1.C1CCOC1.C1CCOC1.C1CCOC1.ClCCl.ClCCl.ClCCl.ClCCl.ClCCl
Kohn-Sham gap ... 0.36775 hartree

=====

(4)
Molecular formula: C14H50N2O10
Method: DFT, ωB97M-V with the def2-TZVPD basis set

Geometry as XYZ:
```
76
Properties=species:S:1:pos:R:3:forces:R:3
O 2.2196 2.8221 3.5402 -0.0363 0.0027 -0.1379
O 0.9431 2.5536 -1.4843 -0.2793 0.1134 -0.7724
O 0.2180 -1.9330 -4.7175 -1.6755 1.2050 0.6604
O 2.5813 1.9965 0.8136 -1.0217 -0.6007 -0.2493
O -1.5145 3.4170 4.0558 0.0205 0.5612 0.0353
O 4.7807 -2.3869 -0.8516 -0.0115 -1.3587 0.2365
O -3.7772 -1.9873 4.3931 0.2919 0.0257 -1.5744
O -2.5683 1.4313 -0.9780 0.0705 -0.0921 0.3573
O -4.4436 -0.5168 -1.5626 -0.4010 -0.1734 -0.2598
O -0.2714 -1.3927 0.7025 0.5084 1.0939 -0.0193
N -1.0234 1.7202 -3.7925 0.2734 -1.2685 -0.6522
N -2.3100 0.4239 3.2294 -0.1130 1.5752 -0.9732
C -3.9135 -0.2037 6.0071 1.7805 1.0314 -0.5855
C -2.4418 0.1186 -4.8908 -0.2308 0.0021 -1.6639
C -1.1852 0.2752 -4.0980 0.4277 -1.2573 1.3712
C 4.3603 -3.4220 -1.7767 0.2383 -0.2572 -0.8430
C 0.3417 -0.5038 -0.2494 -0.2312 -1.0170 -0.7302
C 1.4496 -2.4368 -5.1386 -0.1544 -0.0124 -0.6289
C -4.0739 -1.6493 5.6991 -1.2061 -0.7261 1.9579
C -1.4334 -0.7948 1.3034 0.7081 -1.8805 -0.6436
C 4.4458 2.7723 -0.3911 0.4103 0.4999 -0.4016
C -1.1507 0.2942 2.3325 -0.7524 -1.1286 0.4702
C 2.8739 -3.3262 -1.9223 -0.2249 1.9144 -0.5789
C 0.1296 -0.4662 -4.6978 -0.2495 -0.4090 0.0514
C -0.0225 0.0054 3.2951 1.2731 0.0215 -1.1423
C 3.9230 1.7104 0.5363 0.7428 0.0782 0.0964
H 2.3894 -3.9321 -2.6881 0.2378 -0.3040 0.2545
H 1.0086 -0.1850 -4.1177 -0.0309 0.6578 0.0786
H -4.0114 -2.9170 4.3438 0.1466 -0.0588 -0.5271
H -3.1474 0.5365 2.6760 -0.3770 -0.0270 0.0881
H 4.9939 -3.3068 -2.6561 -0.6224 0.4021 -0.6491
H -3.9711 0.1219 7.0457 -0.7288 -0.4723 0.0162
H 1.0308 0.2547 0.1219 -0.1374 -0.1157 0.5639
H -3.4499 -2.2925 6.3196 0.1277 0.2777 0.6516
H -3.8975 0.0809 -1.0519 0.1608 0.2303 0.3993
H 0.1500 2.7791 -0.9981 -0.1397 0.0528 0.1506
H -3.8326 -1.1729 -1.8978 0.1138 -0.2495 -0.0826
H 2.7464 -2.2833 -2.2125 -0.7264 0.1449 -0.1166
H 1.6020 -2.3669 -6.2156 -0.2083 0.3057 -0.4210
H 0.1835 0.8774 3.9158 -0.2413 -0.0001 0.0968
H 0.8807 -1.1350 -0.9559 0.3350 -0.1464 0.2216
H 5.3111 -1.7627 -1.3522 0.0324 -0.1328 0.0181
H 4.0398 0.7247 0.0858 -0.4575 -0.1436 -0.1949
H -0.3982 -0.0306 -0.8949 -0.3629 0.3017 0.2838
H -1.6004 2.5331 3.6986 -0.3422 -0.7119 -0.0552
H 4.5024 1.6247 1.4556 0.0889 0.3291 0.1842
H -2.4204 -0.4171 3.7776 0.0332 -0.1734 -0.2078
H -2.8793 1.4899 -1.8814 0.0988 0.1758 -0.6371
H -3.3571 0.4665 -4.4119 0.3024 0.2081 0.3409
H 3.9266 2.7618 -1.3494 -0.0355 -0.2676 -0.0703
H -2.0366 -0.5359 0.4332 -0.4031 0.9507 0.3933
H -5.1057 -1.9371 5.9004 -0.3041 -0.1020 0.1910
H 2.4622 2.4121 1.6707 0.1350 0.1619 0.3219
H 5.5142 2.6738 -0.5837 0.0624 -0.0637 -0.0099
H -0.6981 3.3959 4.5549 0.1665 0.0282 0.0752
H -2.6665 -0.8864 -5.2481 0.3721 -0.2016 0.1570
H 4.4849 -4.4967 -1.6440 1.1399 -0.0291 1.8236
H -2.2844 0.7253 -5.7825 -0.3967 0.0999 -0.3779
H -2.3684 2.3350 -0.7339 -0.0398 0.2488 0.1237
H 2.3068 3.5172 4.1925 0.0724 0.3229 0.0419
H -4.4534 0.4579 5.3297 -0.4428 -0.1462 0.2320
H -2.8750 0.0430 5.7864 0.2543 0.1345 -0.1191
H 1.5525 2.2389 -0.8166 0.3909 -0.0605 0.6395
H 0.2482 -0.1664 -5.7390 0.0852 0.4499 -0.1589
H -0.9049 1.1412 1.6920 -0.2642 0.8386 0.6954
H -0.2761 1.8439 -3.1244 0.3086 0.0946 0.2055
H -1.4403 -0.1824 -3.1422 0.6210 -0.2580 0.3405
H 2.2275 2.0121 4.0503 -0.0111 -0.3654 0.0696
H 2.4139 -3.4117 -0.9379 -0.0663 -0.3443 -0.0944
H -0.1701 -0.8716 3.9253 -0.2070 -0.0137 -0.1061
H 0.8549 -0.1535 2.6682 0.3824 -0.2457 0.2820
H 1.4122 -3.5096 -4.9495 0.3432 0.1137 0.4222
H -0.7235 2.1542 -4.6538 0.0243 0.4688 -0.1486
H -1.9712 -1.6327 1.7468 0.1194 -0.0682 0.4358
H 4.2606 3.7752 -0.0064 0.1004 -0.0243 0.3039
H 2.2991 -1.9116 -4.7021 0.1323 -0.2158 0.4941
```
Forces are in eV/Å.

ΔE to the lowest compared entry with this formula, charge and spin ... 0.000 eV
Structure (SMILES) ... COC[C@H](C)N.COC[C@H](C)N.CCO.CCO.CCO.O.O.O.O.O
Kohn-Sham gap ... 0.33168 hartree

=====

Table of HOMO level (eV), in record order: -8.31, -7.11, -9.51, -8.90
Table of E (eV), in record order: -7895.6582, -192344.1671, -155869.6579, -38781.0761